The following is a quantum chemistry calculation of a cluster of 2 separate species, C4H11NO2 in total at a distorted geometry, from the OMol25 dataset.

Each line ends with the natural charge from an NBO analysis.
Positions of all 18 atoms, in Å:
C: 1.46665 -1.59723 -1.08178  -0.720
C: 2.12814 -0.76421 -0.03890  0.798
O: 1.55051 -0.90172 1.19084  -0.747
O: 3.09390 -0.05188 -0.12076  -0.565
H: 0.38658 -1.51808 -1.00308  0.242
H: 1.77472 -2.61748 -0.89924  0.244
H: 1.83074 -1.28362 -2.05540  0.239
C: -2.59268 0.64222 0.47160  -0.216
C: -1.33804 1.45169 0.11617  -0.629
N: -3.68278 1.01225 -0.40465  -0.841
H: -2.46430 -0.43708 0.47520  0.186
H: -2.73866 0.91507 1.52415  0.170
H: -1.65022 2.47227 -0.14124  0.197
H: -0.88750 1.06735 -0.80876  0.192
H: -3.50480 1.82379 -0.97669  0.359
H: 2.06283 -0.97668 1.99919  0.510
H: -3.95541 0.24644 -1.00144  0.359
H: -0.50154 1.66971 0.78426  0.224

Values from the calculation:
LUMO energy in eV: 0.6428
Charge: 0
Total energy in eV: -9911.0847
Frontier orbital gap in eV: 9.70
SMILES: CC(=O)O.CCN
Molecular weight in g/mol: 105.1
Highest occupied orbital energy in eV: -9.053

***

The following is a quantum chemistry calculation of a cluster of 2 separate species, C4H11NO2 in total at a distorted geometry, from the OMol25 dataset.

Each line ends with the natural charge from an NBO analysis.
Positions of all 18 atoms, in Å:
C: 0.04675 1.47029 2.47150  -0.609
C: 0.03354 0.26568 1.52021  -0.060
C: 1.48432 -0.07410 1.16025  -0.531
C: 1.66487 -1.21059 0.13828  0.451
O: 0.72455 -1.80629 -0.30434  -0.526
N: -0.66851 0.58215 0.26147  -0.827
H: 0.21250 2.33872 1.82084  0.209
H: 0.85262 1.39581 3.20670  0.200
H: -0.83587 1.69645 3.07031  0.219
H: -0.53110 -0.50974 2.04059  0.203
H: 2.04946 -0.34566 2.06731  0.232
H: 1.99466 0.80902 0.75341  0.222
H: 2.69551 -1.31043 -0.22924  0.110
H: 0.04239 0.81874 -0.41975  0.335
H: -1.05923 -0.23090 -0.19116  0.373
H: -2.34921 -1.05897 -5.30546  0.465
H: -3.65516 -1.41606 -5.94869  0.466
O: -2.70210 -1.41411 -6.11224  -0.932

Values from the calculation:
LUMO energy in eV: 0.7429
Charge: 0
Total energy in eV: -9910.7069
Frontier orbital gap in eV: 10.02
SMILES: C[C@@H](N)CC=O.O
Molecular weight in g/mol: 105.1
Highest occupied orbital energy in eV: -9.274

***

The following is a quantum chemistry calculation of a cluster of 2 separate species, C4H11NO2 in total at a distorted geometry, from the OMol25 dataset.

Each line ends with the natural charge from an NBO analysis.
Positions of all 18 atoms, in Å:
O: 1.35925 -0.16038 -0.09747  -0.655
C: 0.13295 -0.06980 0.21625  0.680
N: -0.73129 0.76498 -0.43530  -0.437
C: -0.44974 -0.99954 1.32384  -0.709
C: -2.19076 0.85522 -0.10147  -0.422
C: -0.26734 1.90829 -1.24215  -0.419
H: 0.20748 -1.83699 1.61254  0.246
H: -1.44742 -1.40268 1.08150  0.222
H: -0.54608 -0.31538 2.18364  0.226
H: -2.73102 1.77613 -0.37837  0.221
H: -2.27796 0.71042 0.98850  0.206
H: -2.66884 0.00070 -0.60926  0.204
H: -0.23828 2.88726 -0.73485  0.194
H: -0.90004 1.99664 -2.14132  0.198
H: 0.75639 1.64459 -1.55685  0.244
O: 3.89182 -2.96683 -0.10764  -0.948
H: 3.42365 -2.30683 0.45225  0.480
H: 4.67727 -2.48575 -0.45389  0.468

Values from the calculation:
LUMO energy in eV: 0.7345
Charge: 0
Total energy in eV: -9911.1902
Frontier orbital gap in eV: 10.08
SMILES: CC(=O)N(C)C.O
Molecular weight in g/mol: 105.1
Highest occupied orbital energy in eV: -9.346

***

The following is a quantum chemistry calculation of an isolated molecule of C4H11NO2 at a distorted geometry, from the OMol25 dataset.

Each line ends with the natural charge from an NBO analysis.
Positions of all 18 atoms, in Å:
C: -1.45901 -0.00921 0.77464  -0.194
C: -1.54707 -0.44510 -0.70013  -0.441
C: -0.23469 -0.88875 -1.28214  -0.091
O: 0.53351 -1.67226 -0.33894  -0.726
N: -0.28492 0.90914 1.06496  -0.723
C: 0.91625 1.56323 0.44889  0.120
O: 1.90441 0.62338 0.13240  -0.744
H: -2.34528 0.43427 1.22304  0.199
H: -1.25766 -0.94193 1.30362  0.189
H: -1.90548 0.39355 -1.32370  0.204
H: -2.44280 -1.08783 -0.76200  0.211
H: -0.51138 -1.51955 -2.14783  0.172
H: 0.27767 -0.06139 -1.77171  0.188
H: 0.97065 -2.24178 -0.96094  0.479
H: -0.68253 1.56913 1.71356  0.363
H: 0.62554 2.11972 -0.44233  0.132
H: 1.27959 2.26819 1.21962  0.162
H: 1.49138 -0.19292 0.44268  0.499

Values from the calculation:
LUMO energy in eV: 0.7875
Charge: 0
Total energy in eV: -9909.6163
Frontier orbital gap in eV: 9.16
SMILES: OCCCNCO
Molecular weight in g/mol: 105.1
Highest occupied orbital energy in eV: -8.373

***

The following is a quantum chemistry calculation of a cluster of 3 separate species, C4H11NO2 in total at a distorted geometry, from the OMol25 dataset.

Each line ends with the natural charge from an NBO analysis.
Positions of all 18 atoms, in Å:
C: 0.53699 -0.13765 2.29654  -0.656
C: 0.97171 -0.58970 0.91475  -0.236
C: 0.30232 -1.43556 0.14330  -0.056
N: 0.77011 -1.85007 -1.11158  -0.397
C: 1.30105 -1.03480 -1.90711  -0.056
H: 0.03208 -0.84250 2.95939  0.222
H: -0.09625 0.73496 2.17970  0.229
H: 1.43434 0.11946 2.84652  0.215
H: 1.96916 -0.25326 0.66971  0.204
H: -0.61795 -1.92326 0.43397  0.208
H: 1.39128 0.04597 -1.69944  0.142
H: 1.67117 -1.44881 -2.82994  0.180
H: -1.55332 0.45734 -2.06685  0.460
H: -2.22827 1.73940 -1.98967  0.471
O: -2.45646 0.79469 -1.97899  -0.931
H: -0.41507 1.50059 0.19409  0.484
H: -1.95282 1.93039 0.58910  0.491
O: -1.06009 2.19280 0.35650  -0.975

Values from the calculation:
LUMO energy in eV: 0.5330
Charge: 0
Total energy in eV: -9909.7984
Frontier orbital gap in eV: 9.86
SMILES: C=N/C=C/C.O.O
Molecular weight in g/mol: 105.1
Highest occupied orbital energy in eV: -9.327

***

The following is a quantum chemistry calculation of a cluster of 2 separate species, C4H11NO2 in total at a distorted geometry, from the OMol25 dataset.

Each line ends with the natural charge from an NBO analysis.
Positions of all 18 atoms, in Å:
C: 0.20540 -1.17209 0.58429  -0.625
C: -0.88146 -0.13233 0.76110  -0.040
C: -1.76290 -0.01127 -0.47286  -0.558
C: -3.22137 0.06647 -0.17519  0.469
O: -4.07660 0.31587 -0.98366  -0.523
N: -0.27710 1.24684 1.06858  -0.815
H: 0.37183 -0.97293 -0.51562  0.202
H: 0.01589 -2.19440 0.58139  0.220
H: 1.04722 -1.00689 1.14990  0.210
H: -1.56718 -0.40318 1.68321  0.179
H: -1.68890 -0.70165 -1.21413  0.237
H: -1.64543 0.95181 -1.09259  0.264
H: -3.40698 0.03411 0.94847  0.087
H: -0.17802 1.20136 2.06874  0.350
H: 0.60004 1.30224 0.70757  0.344
H: 5.99454 0.23590 -1.18568  0.463
H: 5.17234 1.10814 -2.04650  0.464
O: 5.29867 0.13199 -1.86701  -0.927

Values from the calculation:
LUMO energy in eV: 0.6868
Charge: 0
Total energy in eV: -9909.7110
Frontier orbital gap in eV: 10.33
SMILES: C[C@@H](N)CC=O.O
Molecular weight in g/mol: 105.1
Highest occupied orbital energy in eV: -9.639

***

The following is a quantum chemistry calculation of a cluster of 2 separate species, C4H11NO2 in total at a distorted geometry, from the OMol25 dataset.

Each line ends with the natural charge from an NBO analysis.
Positions of all 18 atoms, in Å:
C: -1.85929 0.49389 1.56244  -0.403
N: -0.79087 1.18827 0.81997  -0.652
C: 0.16079 0.32253 0.13322  -0.209
C: 1.48325 1.09750 -0.14833  -0.524
C: 2.49863 0.29872 -0.85359  0.447
O: 2.36411 -0.86663 -1.14277  -0.529
H: -2.36010 1.16737 2.23210  0.195
H: -2.60711 0.11280 0.85943  0.168
H: -1.40014 -0.36396 2.09848  0.193
H: -1.24008 1.94753 0.28899  0.358
H: 0.48938 -0.45778 0.81583  0.198
H: -0.27135 -0.02130 -0.80201  0.188
H: 1.80895 1.50456 0.79485  0.243
H: 1.18912 1.97900 -0.77337  0.222
H: 3.33978 0.91556 -1.22518  0.104
H: -0.21196 -3.01029 -1.21679  0.479
H: -1.44013 -3.43647 -2.08073  0.471
O: -1.15298 -2.87130 -1.36252  -0.949

Values from the calculation:
LUMO energy in eV: 0.9049
Charge: 0
Total energy in eV: -9910.4588
Frontier orbital gap in eV: 9.39
SMILES: CNCCC=O.O
Molecular weight in g/mol: 105.1
Highest occupied orbital energy in eV: -8.481